This record from the OMol25 dataset describes one molecule with the formula C4H9NO2 at a distorted geometry. The level of theory is ωB97M-V with the def2-TZVPD basis set.

Geometry as XYZ:
```
16
Properties=species:S:1:pos:R:3:forces:R:3
C -0.56839 1.30785 0.03348 2.423 -3.337 3.792
C -0.07159 -0.38278 0.17972 -1.052 2.948 0.664
C 1.01222 -0.78844 -0.66269 4.911 2.041 1.981
C 0.10763 -0.51473 1.66519 0.457 -1.677 2.702
N -0.77365 1.64573 -1.26053 0.054 -0.400 -2.850
O 0.19373 1.27802 -2.03975 -0.844 1.096 -0.634
O 0.99096 -1.74641 -1.57030 -0.677 -0.834 -0.921
H -1.45900 1.44263 0.73501 1.543 0.306 -0.928
H 0.46696 1.66913 0.25546 -1.256 0.617 0.806
H -0.89320 -0.93874 -0.14855 -1.897 -0.994 -0.255
H 2.09467 -0.47573 -0.44010 -1.854 -0.291 -0.277
H 0.99722 0.00306 2.14175 -1.287 0.270 -0.856
H 0.38363 -1.54931 1.99892 -0.285 0.331 -0.798
H -0.85301 -0.38087 2.26080 1.197 0.530 -0.773
H -1.69811 1.41527 -1.57137 -0.715 0.251 -0.925
H 0.06993 -1.98469 -1.57705 -0.717 -0.855 -0.729
```
Forces are in eV/Å.

Max |F| in eV Å⁻¹: 5.7
Energy above the lowest of the compared OMol25 structures with the same formula, charge and spin in kcal/mol: 9.7
2S+1: 3
E in eV: -9873.04622
HOMO level (spin up / spin down) in eV: -5.98 / -9.99
Total charge: 0